Model one:
Formula: C2H7ClO2Si
Source: OMol25
Level of theory: ωB97M-V with the def2-TZVPD basis set

Summary:
**Molar mass**: 126.61 g mol⁻¹
**LUMO**: 0.073 eV
**Structure (SMILES)**: CC[Si](=O)O.Cl
**Total charge**: 0
**HOMO-LUMO gap**: 0.3912 Ha

Each line ends with the Löwdin charge.
Positions of all 13 atoms, in Å:
C: -1.12 0.49 -0.15  -0.1180
C: 0.19 0.19 0.76  -0.2663
Si: 1.04 -1.30 0.25  0.4196
O: 2.53 -1.52 0.19  -0.3375
O: -0.09 -2.43 0.04  -0.0720
H: -0.89 0.31 -1.25  0.0777
H: -2.09 0.09 0.02  0.0537
H: -1.13 1.61 -0.08  0.0734
H: -0.12 0.07 1.72  0.0318
H: 0.88 1.08 0.80  0.0701
H: -0.02 -3.30 -0.33  0.0618
Cl: 3.45 1.16 -0.46  0.2920
H: 3.36 -0.12 -0.40  -0.2862

=====

Model two:
Formula: C2H7ClO2Si
Source: OMol25
Level of theory: ωB97M-V with the def2-TZVPD basis set

Summary:
**Molar mass**: 126.61 g mol⁻¹
**LUMO (alpha / beta)**: -0.519 / -1.122 eV
**Total charge**: 0
**HOMO-LUMO gap (alpha / beta)**: 0.2912 / 0.2026 Ha

Each line ends with the Löwdin charge.
Positions of all 13 atoms, in Å:
C: -0.89 0.17 1.88  -0.1241
C: 1.32 -1.84 -1.66  -0.4152
O: -0.94 0.61 -1.08  -0.2016
O: 0.68 2.15 0.46  -0.0995
Si: -0.10 0.78 0.30  0.5297
Cl: -0.12 -1.41 -2.74  0.4534
H: -1.68 0.91 2.08  0.0545
H: -1.19 -0.84 1.90  0.0276
H: -0.17 0.42 2.55  -0.0176
H: 0.96 -2.56 -0.84  -0.0215
H: 1.52 -0.80 -1.16  -0.0998
H: -0.78 -0.15 -1.63  -0.1857
H: 1.38 2.57 -0.07  0.0998

=====

It turns out model one is the most stable, with the second structure 0.1311 hartree higher.